The following is a DFT calculation (the ωB97M-V functional and the def2-TZVPD basis) of a single C32H48O9 molecule.

Element x y z (Å)
C (-7.0071, 5.6770, 1.5693)
H (-6.0645, 5.8747, 2.0888)
O (-7.3655, 4.3183, 1.6406)
C (-6.4895, 3.4469, 0.9517)
C (-5.1364, 3.2730, 1.6536)
H (-4.4271, 4.0345, 1.3295)
H (-5.2774, 3.3552, 2.7320)
C (-4.5276, 1.9004, 1.3125)
O (-3.1552, 2.0474, 1.2816)
C (-2.3762, 0.8677, 1.4661)
C (-2.4349, -0.0922, 0.2783)
C (-1.8689, 0.5869, -0.9609)
H (-1.9643, -0.0792, -1.8186)
H (-2.4960, 1.4587, -1.1556)
C (-0.4140, 1.0727, -0.8161)
C (-0.1174, 1.9078, -2.0709)
H (0.9288, 2.1846, -2.1465)
H (-0.3926, 1.3581, -2.9675)
H (-0.7073, 2.8213, -2.0503)
C (-0.3484, 1.9812, 0.4313)
C (1.0794, 2.4628, 0.6956)
C (2.0454, 1.2954, 0.8471)
H (1.7828, 0.7219, 1.7362)
C (2.0089, 0.3886, -0.3847)
H (2.3653, 0.9718, -1.2380)
C (0.5848, -0.1051, -0.6704)
H (0.2598, -0.7037, 0.1852)
C (0.6100, -1.0231, -1.8927)
C (1.5389, -2.2086, -1.6600)
H (1.5271, -2.8569, -2.5399)
H (1.1520, -2.7894, -0.8196)
C (2.9933, -1.7993, -1.3779)
C (3.6374, -1.2802, -2.6611)
H (4.5929, -0.8099, -2.4544)
H (2.9973, -0.5351, -3.1232)
H (3.7864, -2.0923, -3.3691)
C (3.7221, -3.0528, -0.7902)
C (5.0679, -3.3639, -1.3472)
C (6.1956, -2.6496, -1.4117)
C (7.2580, -3.4965, -1.9828)
O (8.4138, -3.2304, -2.1634)
O (6.7184, -4.7060, -2.2726)
C (5.3649, -4.7336, -1.8853)
H (4.7437, -4.9892, -2.7510)
H (5.2279, -5.4996, -1.1122)
H (6.3869, -1.6355, -1.1202)
C (3.7693, -2.8291, 0.7545)
C (2.8870, -1.6139, 1.0297)
H (1.8549, -1.9224, 1.1766)
H (3.2348, -1.0910, 1.9190)
C (3.0412, -0.7462, -0.2296)
O (4.3008, -0.1031, -0.1942)
H (4.9325, -0.7126, 0.2063)
H (3.4332, -3.7310, 1.2770)
O (5.0851, -2.5282, 1.2283)
C (5.9145, -3.5665, 1.4312)
O (5.5841, -4.7103, 1.2637)
C (7.2687, -3.1021, 1.8808)
H (7.2129, -2.0962, 2.2850)
H (7.9392, -3.1059, 1.0219)
H (7.6637, -3.7944, 2.6189)
H (3.0963, -3.9306, -0.9751)
H (0.9327, -0.4655, -2.7701)
H (-0.3883, -1.4120, -2.0937)
H (3.0618, 1.6685, 0.9771)
H (1.4072, 3.1002, -0.1260)
H (1.0949, 3.0678, 1.6048)
C (-0.9342, 1.3191, 1.6843)
H (-0.3497, 0.4510, 1.9851)
H (-0.9131, 2.0427, 2.5011)
H (-0.9783, 2.8536, 0.2314)
H (-1.8777, -0.9956, 0.5324)
H (-3.4695, -0.3743, 0.0845)
H (-2.7463, 0.3535, 2.3717)
O (-4.9861, 1.4571, 0.0496)
C (-6.3657, 1.1337, 0.0061)
C (-6.6308, -0.3265, 0.3709)
H (-7.6961, -0.5197, 0.2904)
H (-6.0937, -0.9819, -0.3095)
H (-6.3085, -0.5356, 1.3887)
C (-7.2008, 2.0881, 0.8752)
O (-8.4747, 2.2100, 0.3008)
H (-8.8928, 2.9783, 0.7124)
H (-7.2928, 1.6951, 1.9014)
H (-6.6594, 1.2999, -1.0366)
H (-4.8134, 1.1517, 2.0811)
H (-6.3369, 3.8156, -0.0752)
H (-6.9155, 6.0052, 0.5274)
H (-7.8095, 6.2289, 2.0555)

Calculated values
F_max	0.862	eV Å⁻¹
charge	0
relative energy (zero: lowest compared OMol25 entry of this formula, charge and spin)	0.00	kJ/mol
HOMO energy	-0.360	Eh
Kohn-Sham gap	10.24	eV
SMILES	CO[C@H]1C[C@H](O[C@H]2CC[C@@]3(C)[C@H](CC[C@@H]4[C@@H]3CC[C@]3(C)[C@@H](C5=CC(=O)OC5)[C@@H](OC(C)=O)C[C@]43O)C2)O[C@@H](C)[C@@H]1O

***

The following is a DFT calculation (the ωB97M-V functional and the def2-TZVPD basis) of 2 unconnected molecules or ions with the total composition C3H9NO2 in a non-equilibrium geometry.

Element x y z (Å)
C (-2.0146, -4.2905, 0.9404)
N (1.8444, 4.9100, -0.4144)
C (1.2225, 6.3009, -0.6785)
H (-2.8180, -4.2933, 0.1927)
H (-2.8155, -4.1434, 1.6946)
H (-1.1801, -3.6397, 0.7474)
H (1.8193, 4.2482, -1.2023)
H (2.5230, 4.3111, 0.0445)
H (0.6979, 6.3706, -1.6227)
H (0.6663, 6.4530, 0.2573)
H (1.9606, 6.9433, -0.1731)
O (-1.2935, -5.6447, 1.0596)
C (-0.5107, -5.8091, -0.0336)
O (-0.4351, -5.2891, -1.1044)
H (0.3334, -6.4272, 0.2924)

Calculated values
F_max	6.013	eV Å⁻¹
charge	0
relative energy (zero: lowest compared OMol25 entry of this formula, charge and spin)	443.79	kJ/mol
HOMO energy	-0.303	Eh
Kohn-Sham gap	9.17	eV
SMILES	COC=O.CN

***

The following is a DFT calculation (the ωB97M-V functional and the def2-TZVPD basis) of 3 unconnected molecules or ions with the total composition C28H33O11S.

Element x y z (Å)
C (3.5425, 3.2620, 1.5352)
C (2.1694, 2.6864, 1.3825)
O (1.2994, 2.6659, 2.2132)
O (1.9760, 2.1660, 0.1340)
C (0.6182, 1.8744, -0.2097)
C (0.5771, 1.6049, -1.6995)
C (1.5776, 0.5508, -2.1756)
S (1.4518, -1.0809, -1.4334)
C (-0.3407, -1.5919, -1.4790)
O (-0.6598, -2.1321, -0.2580)
C (-1.0703, -1.1948, 0.7079)
C (-2.1922, -0.4280, 0.4357)
C (-2.6448, 0.4944, 1.3605)
C (-3.8476, 1.3444, 1.0819)
C (-1.9486, 0.6021, 2.5594)
C (-0.8446, -0.1826, 2.8187)
C (-0.3637, -1.1063, 1.8923)
C (0.8469, -1.9560, 2.2106)
C (0.5605, -2.8312, 3.4307)
C (2.0869, -1.0858, 2.4549)
H (3.5682, 4.2313, 1.0403)
H (4.2827, 2.6238, 1.0576)
H (3.7599, 3.3722, 2.5913)
H (0.2693, 1.0189, 0.3676)
H (-0.0251, 2.7141, 0.0451)
H (-0.4450, 1.3351, -1.9612)
H (0.8154, 2.5184, -2.2444)
H (2.5947, 0.8764, -1.9655)
H (1.5255, 0.3951, -3.2509)
H (1.6068, -0.7817, -0.1327)
H (-0.3811, -2.3467, -2.2593)
H (-0.9340, -0.7253, -1.7565)
H (-2.7403, -0.5613, -0.4886)
H (-4.4792, 0.9137, 0.3092)
H (-4.4435, 1.4783, 1.9822)
H (-3.5447, 2.3380, 0.7474)
H (-2.2893, 1.3062, 3.3071)
H (-0.3341, -0.0790, 3.7651)
H (1.0522, -2.6303, 1.3772)
H (1.4744, -3.3376, 3.7463)
H (0.2188, -2.2352, 4.2730)
H (-0.1714, -3.5961, 3.1948)
H (2.9752, -1.6996, 2.5864)
H (2.2638, -0.3662, 1.6482)
H (1.9569, -0.4754, 3.3486)
C (-3.9559, -5.3271, 3.1393)
C (-5.1268, -5.6773, 2.5832)
C (-6.0678, -4.6602, 1.9739)
O (-7.0908, -5.0920, 1.4812)
C (-5.6967, -3.2587, 2.0091)
C (-4.5300, -2.9131, 2.5677)
C (-3.5855, -3.9327, 3.1628)
O (-2.5463, -3.4930, 3.6281)
O (-4.0849, -1.6662, 2.6446)
O (-5.5638, -6.9188, 2.5100)
H (-3.2793, -6.0473, 3.5768)
H (-6.3782, -2.5377, 1.5803)
H (-3.2132, -1.7147, 3.0875)
H (-6.4317, -6.8837, 2.0607)
C (4.6451, 3.7107, -6.6195)
C (4.5740, 2.5085, -6.0307)
C (3.9188, 2.3082, -4.6845)
O (3.8890, 1.1637, -4.2519)
C (3.3798, 3.4547, -3.9948)
C (3.4531, 4.6624, -4.5789)
C (4.0842, 4.8607, -5.9424)
O (4.0764, 5.9952, -6.3737)
O (2.9946, 5.7690, -4.0364)
O (5.0572, 1.4006, -6.5675)
H (5.1080, 3.8603, -7.5845)
H (2.9440, 3.3151, -3.0149)
H (3.1780, 6.4885, -4.6760)
H (4.8785, 0.6762, -5.9401)

Calculated values
F_max	0.807	eV Å⁻¹
charge	+1
HOMO energy	-0.420	Eh
Kohn-Sham gap	7.70	eV

***

Computed E (eV) in order:
-52392.0807 -8838.3557 -62921.8077